Entry 1:
{"formula": "C22H34N3", "method": "wB97M-V/def2-TZVPD", "elements": ["C", "C", "C", "N", "C", "C", "C", "C", "C", "C", "C", "C", "C", "C", "H", "H", "H", "H", "H", "H", "H", "H", "H", "H", "H", "H", "H", "H", "H", "H", "C", "C", "C", "N", "C", "C", "C", "C", "C", "N", "C", "H", "H", "H", "H", "H", "H", "H", "H", "H", "H", "H", "H", "H", "H", "H", "H", "H", "H"], "coordinates": [[-4.050, -3.555, 0.344], [-4.784, -2.259, -0.041], [-3.749, -1.129, 0.038], [-2.456, -1.803, 0.108], [-1.301, -1.165, -0.005], [-0.062, -1.825, -0.025], [1.057, -1.267, -0.621], [2.305, -1.991, -0.755], [3.215, -1.714, -1.809], [4.385, -2.455, -1.954], [4.702, -3.464, -1.032], [3.835, -3.727, 0.038], [2.654, -3.000, 0.181], [-2.547, -3.245, 0.298], [-4.320, -3.859, 1.359], [-4.289, -4.375, -0.336], [-5.158, -2.326, -1.067], [-5.627, -2.051, 0.620], [-3.792, -0.452, -0.829], [-3.910, -0.513, 0.939], [-1.343, -0.075, -0.120], [-0.006, -2.834, 0.406], [0.940, -0.366, -1.222], [2.958, -0.926, -2.522], [5.057, -2.248, -2.788], [5.619, -4.044, -1.145], [4.078, -4.502, 0.768], [1.981, -3.195, 1.022], [-2.049, -3.553, 1.230], [-2.053, -3.792, -0.521], [-2.440, 4.273, 0.704], [-3.019, 3.469, -0.483], [-1.835, 2.711, -1.098], [-0.774, 2.760, -0.114], [0.542, 2.563, -0.649], [1.527, 2.202, 0.445], [2.983, 2.031, -0.014], [3.577, 1.107, 1.068], [2.366, 0.485, 1.796], [1.211, 0.903, 1.001], [-0.954, 3.878, 0.806], [-2.533, 5.350, 0.531], [-2.957, 4.022, 1.635], [-3.768, 2.753, -0.131], [-3.478, 4.121, -1.231], [-2.074, 1.659, -1.323], [-1.528, 3.175, -2.056], [0.500, 1.736, -1.377], [0.935, 3.468, -1.163], [1.495, 3.019, 1.201], [2.991, 1.519, -0.989], [3.497, 2.993, -0.115], [4.217, 0.335, 0.630], [4.163, 1.692, 1.786], [2.412, -0.607, 1.851], [2.322, 0.871, 2.831], [0.327, 0.891, 1.506], [-0.306, 4.742, 0.556], [-0.688, 3.586, 1.834]], "mulliken_charge": [-0.64, -0.69, -0.35, 0.21, 0.05, -0.47, -0.15, 0.89, -0.23, -0.75, -0.35, -0.85, -0.23, -0.60, 0.31, 0.33, 0.31, 0.34, 0.26, 0.28, 0.11, 0.29, 0.30, 0.38, 0.39, 0.40, 0.39, 0.29, 0.32, 0.37, -0.64, -0.50, -0.61, 0.37, -1.25, -0.13, -0.71, -0.55, -0.71, -0.04, -0.69, 0.29, 0.29, 0.17, 0.36, 0.18, 0.36, 0.40, 0.25, 0.49, 0.21, 0.44, 0.27, 0.32, 0.24, 0.40, 0.29, 0.36, 0.31], "charge": 1, "e_tot_ha": -1022.71199, "homo_lumo_gap_ev": 6.699, "spin_multiplicity": 1}

Entry 2:
{"formula": "C22H34N3O3PtSi3", "method": "wB97M-V/def2-TZVPD", "elements": ["Pt", "O", "N", "O", "C", "C", "C", "C", "C", "C", "N", "C", "C", "N", "C", "C", "C", "C", "H", "H", "H", "H", "H", "H", "H", "C", "O", "Si", "C", "C", "C", "Si", "C", "C", "C", "Si", "C", "C", "C", "H", "H", "H", "H", "H", "H", "H", "H", "H", "H", "H", "H", "H", "H", "H", "H", "H", "H", "H", "H", "H", "H", "H", "H", "H", "H", "H"], "coordinates": [[0.012, -0.231, 0.173], [-0.717, -7.769, -0.108], [-1.351, -6.792, -0.409], [-2.527, -6.756, -0.709], [-0.672, -5.477, -0.238], [0.676, -5.491, -0.244], [1.417, -4.269, -0.116], [2.822, -4.195, -0.046], [3.412, -2.970, 0.143], [2.626, -1.818, 0.222], [1.299, -1.858, 0.114], [0.703, -3.083, -0.026], [-0.710, -3.084, -0.006], [-1.279, -1.844, 0.156], [-2.597, -1.770, 0.308], [-3.400, -2.909, 0.261], [-2.852, -4.149, 0.051], [-1.445, -4.264, -0.082], [1.196, -6.437, -0.338], [3.418, -5.096, -0.121], [4.484, -2.867, 0.232], [3.086, -0.855, 0.369], [-3.029, -0.798, 0.475], [-4.467, -2.790, 0.394], [-3.476, -5.028, 0.001], [0.222, -0.657, 3.260], [-0.105, 0.242, 2.153], [-0.012, 1.957, 2.045], [1.520, 2.592, 2.815], [-1.470, 2.733, 2.819], [-0.005, 1.683, 0.144], [1.668, 2.414, -0.875], [1.888, 4.129, -0.217], [3.139, 1.385, -0.445], [1.546, 2.380, -2.710], [-1.713, 2.355, -0.890], [-1.851, 4.124, -0.375], [-1.663, 2.142, -2.716], [-3.181, 1.405, -0.299], [-0.477, -0.432, 4.063], [1.252, -0.487, 3.565], [0.080, -1.680, 2.923], [1.508, 2.310, 3.875], [1.521, 3.683, 2.798], [2.458, 2.236, 2.391], [-1.449, 2.482, 3.886], [-2.439, 2.424, 2.428], [-1.400, 3.822, 2.765], [2.334, 4.181, 0.774], [0.996, 4.742, -0.231], [2.597, 4.555, -0.938], [3.230, 1.116, 0.607], [4.032, 1.964, -0.697], [3.156, 0.504, -1.089], [0.958, 3.190, -3.131], [1.191, 1.443, -3.142], [2.577, 2.525, -3.049], [-0.955, 4.713, -0.522], [-2.216, 4.273, 0.638], [-2.608, 4.497, -1.076], [-1.089, 2.898, -3.239], [-2.707, 2.258, -3.028], [-1.332, 1.161, -3.064], [-3.194, 1.190, 0.769], [-3.274, 0.496, -0.894], [-4.076, 1.998, -0.506]], "mulliken_charge": [0.20, -0.51, 0.98, -0.58, -0.23, -0.81, 0.87, -0.56, -1.26, 0.07, -0.20, -0.17, 0.24, -0.34, -0.17, -1.34, -0.46, 0.61, 0.60, 0.54, 0.49, 0.61, 0.80, 0.50, 0.63, -0.82, -0.17, 0.06, -1.26, -1.19, 1.18, 0.33, -0.88, -1.19, -1.23, 0.24, -0.96, -1.22, -1.24, 0.34, 0.36, 0.29, 0.44, 0.45, 0.39, 0.44, 0.39, 0.42, 0.38, 0.25, 0.42, 0.39, 0.54, 0.39, 0.35, 0.41, 0.47, 0.30, 0.37, 0.44, 0.41, 0.45, 0.38, 0.42, 0.43, 0.53], "charge": 3, "relative_energy_kcal_mol": 38.5, "e_tot_ha": -2235.41788, "homo_lumo_gap_ev": [6.030, 6.031], "spin_multiplicity": 1}

Entry 3:
{"formula": "C22H34N4NiOS2SbSi3", "method": "wB97M-V/def2-TZVPD", "elements": ["Ni", "O", "C", "C", "C", "C", "C", "C", "C", "N", "C", "C", "N", "H", "H", "H", "H", "H", "H", "H", "S", "C", "C", "N", "C", "S", "C", "N", "C", "Si", "C", "C", "Sb", "Si", "C", "C", "C", "Si", "C", "C", "C", "H", "H", "H", "H", "H", "H", "H", "H", "H", "H", "H", "H", "H", "H", "H", "H", "H", "H", "H", "H", "H", "H", "H", "H", "H", "H", "H"], "coordinates": [[-0.375, -2.920, -1.308], [-1.570, -1.381, -1.222], [-2.801, -1.304, -0.834], [-3.509, -0.087, -1.015], [-4.829, 0.050, -0.666], [-5.530, -1.010, -0.082], [-4.853, -2.184, 0.160], [-3.507, -2.352, -0.188], [-2.819, -3.587, 0.166], [-1.509, -3.796, 0.177], [-1.312, -5.068, 0.679], [-2.505, -5.631, 0.975], [-3.454, -4.684, 0.643], [-2.960, 0.740, -1.438], [-5.327, 0.998, -0.837], [-6.570, -0.908, 0.194], [-5.381, -2.983, 0.668], [-0.326, -5.479, 0.794], [-2.764, -6.592, 1.378], [-4.449, -4.810, 0.666], [1.779, -2.072, -1.105], [2.343, -3.600, -0.462], [3.446, -3.533, 0.457], [4.344, -3.442, 1.173], [1.836, -4.801, -0.850], [0.530, -4.962, -1.998], [2.380, -6.020, -0.311], [2.775, -7.012, 0.119], [3.599, 3.145, 1.061], [3.041, 1.356, 0.877], [3.274, 0.574, 2.565], [4.242, 0.577, -0.327], [0.609, 0.798, 0.264], [-0.596, 2.715, 1.477], [-0.896, 1.941, 3.168], [-2.281, 3.205, 0.811], [0.326, 4.325, 1.813], [0.709, 1.811, -2.092], [1.763, 3.371, -2.068], [-0.923, 2.320, -2.860], [1.489, 0.611, -3.295], [4.639, 3.137, 1.397], [3.012, 3.689, 1.798], [3.548, 3.702, 0.127], [4.313, 0.663, 2.893], [3.020, -0.488, 2.545], [2.639, 1.060, 3.308], [5.264, 0.788, -0.001], [4.115, 0.975, -1.336], [4.109, -0.503, -0.382], [-1.450, 1.006, 3.063], [-1.466, 2.605, 3.824], [0.049, 1.702, 3.661], [-2.943, 2.343, 0.720], [-2.220, 3.677, -0.172], [-2.734, 3.917, 1.505], [1.119, 4.172, 2.544], [-0.362, 5.074, 2.215], [0.783, 4.738, 0.912], [1.440, 4.049, -1.276], [1.690, 3.900, -3.022], [2.814, 3.136, -1.893], [-1.462, 3.061, -2.266], [-1.577, 1.461, -3.011], [-0.708, 2.758, -3.838], [2.526, 0.384, -3.045], [1.449, 1.016, -4.309], [0.952, -0.340, -3.289]], "mulliken_spin": [1.68, 0.05, 0.01, 0.01, 0.00, 0.00, 0.00, -0.01, 0.01, 0.04, 0.01, 0.00, 0.00, 0.00, 0.00, 0.00, 0.00, 0.00, 0.00, 0.00, 0.13, 0.00, -0.02, 0.00, 0.02, 0.09, -0.02, 0.00, 0.00, 0.00, 0.00, 0.00, 0.00, 0.00, 0.00, 0.00, 0.00, 0.00, 0.00, 0.00, 0.01, 0.00, 0.00, 0.00, 0.00, 0.00, 0.00, 0.00, 0.00, 0.00, 0.00, 0.00, 0.00, 0.00, 0.00, 0.00, 0.00, 0.00, 0.00, 0.00, 0.00, 0.00, 0.00, 0.00, 0.00, 0.00, 0.00, 0.00], "charge": -1, "s_squared": 2.01, "e_tot_ha": -4566.61737, "homo_lumo_gap_ev": [6.881, 6.919], "spin_multiplicity": 3}